(1)
ORCA calculation (the ωB97M-V functional and the def2-TZVPD basis) on the molecule CH4N2O at a distorted geometry.

CARTESIAN COORDINATES (ANGSTROEM)
H (-1.80097, 0.94284, 0.15347)
N (-1.86604, -0.08308, 0.00343)
C (-0.63916, -0.44652, -0.06660)
N (0.47196, 0.34442, 0.01564)
O (1.74089, -0.19040, -0.10430)
H (-0.31494, -1.46440, -0.28089)
H (0.42966, 1.20153, -0.52116)
H (1.97860, -0.30439, 0.80040)

Cartesian forces (eV/Å) of the 6 atoms listed first:
-0.7 -0.4 0.1
1.6 0.7 0.0
-0.4 -1.3 -0.7
-0.4 2.2 0.0
-0.3 -0.7 -1.0
-0.5 -0.4 0.4

ΔE to the lowest compared entry with this formula, charge and spin = 313.50 kJ/mol
Structure (SMILES) = [H]/N=C\NO
Total charge = 0
HOMO = -9.5 eV
Gap between HOMO and LUMO = 10.43 eV
Energy = -225.17260 Ha

(2)
ORCA calculation (the ωB97M-V functional and the def2-TZVPD basis) on the molecule CH4N2O.

CARTESIAN COORDINATES (ANGSTROEM)
N (-0.52143, 0.89027, -0.69628)
C (-0.15482, 0.08011, 0.34463)
N (0.54486, -1.11074, 0.01067)
O (-0.56998, 0.29134, 1.46540)
H (-1.10504, 1.65579, -0.39221)
H (0.10218, 1.04467, -1.47452)
H (1.54104, -1.00068, 0.16331)
H (0.16319, -1.85076, 0.57898)

Cartesian forces (eV/Å) of the 6 atoms listed first:
0.3 0.1 0.0
-0.8 -0.1 0.5
0.3 0.4 -0.8
-0.1 -0.1 0.0
0.3 0.2 -0.1
-0.3 -0.3 0.0

ΔE to the lowest compared entry with this formula, charge and spin = 45.36 kJ/mol
Structure (SMILES) = NC(N)=O
Total charge = 0
HOMO = -9.7 eV
Gap between HOMO and LUMO = 10.52 eV
Energy = -225.27473 Ha

(3)
ORCA calculation (the ωB97M-V functional and the def2-TZVPD basis) on the molecule CH4N2O at a distorted geometry.

CARTESIAN COORDINATES (ANGSTROEM)
C (-0.99177, 0.29320, 0.06829)
N (0.41279, -0.39953, -0.13905)
N (1.37319, 0.36043, 0.32621)
O (2.49879, -0.13566, 0.24038)
H (-1.70115, -0.36541, 0.61743)
H (-0.70492, 1.22213, 0.62383)
H (-1.23530, 0.29795, -1.06047)
H (0.34835, -1.27311, -0.67662)

Cartesian forces (eV/Å) of the 6 atoms listed first:
2.3 -1.7 -2.1
-4.1 1.6 1.2
2.1 -2.1 -0.4
-0.9 0.9 0.0
0.7 0.5 -0.3
-0.8 -0.6 -1.0

ΔE to the lowest compared entry with this formula, charge and spin = 398.02 kJ/mol
Structure (SMILES) = CNN=O
Total charge = 0
HOMO = -9.4 eV
Gap between HOMO and LUMO = 10.33 eV
Energy = -225.14040 Ha

(4)
ORCA calculation (the ωB97M-V functional and the def2-TZVPD basis) on the molecule CH4N2O at a distorted geometry.

CARTESIAN COORDINATES (ANGSTROEM)
N (-0.36965, -0.76676, -0.93373)
C (-0.21622, 0.46459, -0.28868)
N (0.33712, 0.34880, 1.06237)
O (-0.29839, 1.59442, -0.89741)
H (-0.43039, -0.66014, -1.88234)
H (0.14369, -1.53704, -0.35492)
H (0.67422, -0.48218, 1.53044)
H (0.15963, 1.03831, 1.76428)

Cartesian forces (eV/Å) of the 6 atoms listed first:
1.3 -0.1 6.0
2.0 2.7 -0.7
-0.9 0.1 -1.5
-0.5 -4.4 2.7
0.2 -0.4 -2.8
-1.5 1.6 -2.5

ΔE to the lowest compared entry with this formula, charge and spin = 95.62 kJ/mol
Structure (SMILES) = NC(N)=O
Total charge = 0
HOMO = -10.0 eV
Gap between HOMO and LUMO = 10.72 eV
Energy = -225.25558 Ha

(5)
ORCA calculation (the ωB97M-V functional and the def2-TZVPD basis) on the molecule CH4N2O at a distorted geometry.

CARTESIAN COORDINATES (ANGSTROEM)
H (1.90738, 0.73685, 1.78160)
N (1.01207, 1.06942, 1.55917)
C (0.54860, 0.16046, 0.45013)
O (-0.59864, 0.38199, -0.07312)
N (-0.95608, -0.56317, -1.10984)
H (1.17510, -0.77352, 0.09445)
H (-1.14067, 0.01297, -1.84558)
H (-1.94777, -1.02500, -0.85680)

Cartesian forces (eV/Å) of the 6 atoms listed first:
1.7 -0.9 0.3
-4.5 -4.0 -6.5
5.7 2.4 6.3
-2.2 0.0 -0.9
-1.5 -3.2 3.1
-1.4 2.0 0.5

ΔE to the lowest compared entry with this formula, charge and spin = 475.56 kJ/mol
Structure (SMILES) = [H]/N=C/ON
Total charge = 0
HOMO = -9.2 eV
Gap between HOMO and LUMO = 9.94 eV
Energy = -225.11087 Ha

(6)
ORCA calculation (the ωB97M-V functional and the def2-TZVPD basis) on a cluster of 2 separate species, CH4N2O2 in total at a distorted geometry.

CARTESIAN COORDINATES (ANGSTROEM)
C (-0.98608, -0.60991, -0.24779)
N (1.90005, 0.42232, 0.94773)
N (-1.35946, 0.18626, 0.62810)
O (2.10693, 0.74377, -0.51814)
O (-2.47820, 0.94048, 0.58138)
H (-1.59631, -0.83499, -1.13229)
H (1.23919, 0.79583, -0.87779)
H (-0.14325, -1.20407, -0.09852)
H (1.31713, -0.43968, 0.71730)

Cartesian forces (eV/Å) of the 6 atoms listed first:
-1.5 -0.9 -2.3
-0.5 -1.6 -0.6
-1.5 2.6 2.9
1.9 0.4 -0.4
1.0 -1.3 -0.8
-0.3 0.1 -0.4

ΔE to the lowest compared entry with this formula, charge and spin = 97.08 kJ/mol
Total charge = -2
HOMO = 2.9 eV
Gap between HOMO and LUMO = 4.91 eV
Energy = -300.19092 Ha

(7)
ORCA calculation (the ωB97M-V functional and the def2-TZVPD basis) on the molecule CH4N2O2S at a distorted geometry.

CARTESIAN COORDINATES (ANGSTROEM)
C (-1.23109, -0.06765, 0.65000)
N (0.22712, -0.86304, 1.06806)
N (-0.71860, 0.71425, -0.36039)
O (0.40786, 1.36075, 0.04553)
O (1.49710, -0.65504, -1.06313)
S (1.35735, -0.03598, 0.56128)
H (-1.89975, -0.76514, 0.15124)
H (-1.67513, 0.62699, 1.44522)
H (-0.40047, 0.12280, -1.15260)
H (2.43562, -0.43794, -1.34521)

Cartesian forces (eV/Å) of the 6 atoms listed first:
1.7 0.0 0.6
-2.2 0.2 1.6
-0.6 1.0 -2.4
0.9 0.1 0.3
2.3 0.9 0.4
-0.7 -0.4 -1.1

ΔE to the lowest compared entry with this formula, charge and spin = 383.32 kJ/mol
Total charge = 0
HOMO = -9.6 eV
Gap between HOMO and LUMO = 10.15 eV
Energy = -698.52933 Ha

(8)
ORCA calculation (the ωB97M-V functional and the def2-TZVPD basis) on a cluster of 2 separate species, CH4N2O2S in total at a distorted geometry.

CARTESIAN COORDINATES (ANGSTROEM)
C (-1.74533, -0.16964, 0.08236)
N (-1.59739, 0.99417, 0.67349)
N (-0.97485, -0.34853, -0.96607)
O (3.68097, -1.20460, 1.04287)
O (1.96131, -0.03592, -0.30572)
S (2.67240, -1.21926, 0.01538)
H (-0.80668, 1.58614, 0.49498)
H (-2.01279, 1.15903, 1.61550)
H (-0.49010, 0.43130, -1.40173)
H (-0.68755, -1.19270, -1.25106)

Cartesian forces (eV/Å) of the 6 atoms listed first:
-0.7 -1.7 1.3
-0.8 1.2 1.8
-0.3 4.0 -0.1
-0.6 0.1 -0.6
-0.2 0.8 -0.1
1.0 -0.9 0.7

ΔE to the lowest compared entry with this formula, charge and spin = 153.17 kJ/mol
Total charge = 0
HOMO = -7.9 eV
Gap between HOMO and LUMO = 6.63 eV
Energy = -698.61698 Ha

(9)
ORCA calculation (the ωB97M-V functional and the def2-TZVPD basis) on the molecule CH4N2O3 at a distorted geometry.

CARTESIAN COORDINATES (ANGSTROEM)
C (-0.42359, -0.53556, 0.01906)
N (0.78197, 0.21036, 0.26107)
O (0.45645, 1.71376, 0.28867)
N (2.10654, -0.10278, -0.03388)
O (2.39085, -1.25861, -0.11806)
O (2.84781, 0.82175, -0.06704)
H (-0.42919, -1.65826, 0.29905)
H (-1.03534, -0.06540, 0.78076)
H (-0.96095, -0.40994, -0.96676)
H (1.25596, 2.10906, 0.47726)

Cartesian forces (eV/Å) of the 6 atoms listed first:
-1.3 -1.4 0.2
0.1 2.5 0.4
-2.6 -4.8 -1.2
-2.2 0.1 0.0
-0.2 -1.4 -0.3
1.5 1.9 -0.1

ΔE to the lowest compared entry with this formula, charge and spin = 372.10 kJ/mol
Structure (SMILES) = CN(O)[N+](=O)[O-]
Total charge = 0
HOMO = -10.2 eV
Gap between HOMO and LUMO = 10.84 eV
Energy = -375.52553 Ha

(10)
ORCA calculation (the ωB97M-V functional and the def2-TZVPD basis) on a cluster of 2 separate species, CH4N2O3 in total at a distorted geometry.

CARTESIAN COORDINATES (ANGSTROEM)
C (-0.15908, 0.11910, 0.64695)
N (-0.95086, 1.00539, 0.05607)
N (1.31524, 0.20295, 0.20595)
O (2.14550, -0.45613, 0.74891)
O (1.39244, 0.81124, -0.82538)
O (-0.30964, -1.74445, -0.48401)
H (-0.41018, -0.48705, 1.54360)
H (-0.82497, 1.15148, -0.96879)
H (-1.88587, 1.05987, 0.51762)
H (-0.31258, -1.66239, -1.44092)

Cartesian forces (eV/Å) of the 6 atoms listed first:
0.4 -2.9 -2.1
-1.0 -0.3 1.0
-2.4 -1.2 -0.3
0.4 0.2 0.8
1.1 1.0 -0.8
0.1 1.5 2.1

ΔE to the lowest compared entry with this formula, charge and spin = 360.65 kJ/mol
Total charge = 0
HOMO (alpha / beta) = -9.4 / -9.4 eV
Gap between HOMO and LUMO (alpha / beta) = 8.30 / 8.29 eV
Energy = -375.52989 Ha

(11)
ORCA calculation (the ωB97M-V functional and the def2-TZVPD basis) on a cluster of 2 separate species, CH4N2O3 in total at a distorted geometry.

CARTESIAN COORDINATES (ANGSTROEM)
O (-0.41671, 1.14333, 3.19649)
N (-0.36900, 1.16153, 1.99637)
O (-0.58546, 2.05973, 1.26414)
O (0.01231, 0.00366, 1.41667)
H (0.12526, -0.03926, 0.47918)
C (0.57581, -1.10685, -1.68320)
N (-0.04582, -0.14631, -1.21520)
H (0.36450, -1.56897, -2.67935)
H (1.17130, -1.58535, -0.93082)
H (-0.83220, 0.07849, -1.84428)

Cartesian forces (eV/Å) of the 6 atoms listed first:
-0.1 -0.3 -0.2
0.6 -0.8 0.2
-0.6 1.9 -1.2
0.3 -2.0 4.1
-0.5 1.6 -2.6
0.2 -2.1 -0.7

ΔE to the lowest compared entry with this formula, charge and spin = 273.79 kJ/mol
Structure (SMILES) = O=[N+]([O-])O.C=N
Total charge = 0
HOMO = -11.0 eV
Gap between HOMO and LUMO = 11.60 eV
Energy = -375.56297 Ha

(12)
ORCA calculation (the ωB97M-V functional and the def2-TZVPD basis) on a cluster of 2 separate species, CH4N2OS in total at a distorted geometry.

CARTESIAN COORDINATES (ANGSTROEM)
C (-2.23716, -0.68048, 0.08308)
N (2.26559, 0.32844, -0.17439)
N (1.48303, -0.45212, -0.63733)
O (-0.54638, 1.15551, 0.57435)
S (-0.83842, 0.06623, -0.36502)
H (-2.77341, -0.34587, 0.95298)
H (2.99064, 0.80042, -0.75717)
H (2.27488, 0.61473, 0.82905)
H (-2.61878, -1.48686, -0.50553)

Cartesian forces (eV/Å) of the 6 atoms listed first:
1.7 1.0 -0.6
0.9 1.0 0.4
0.3 -1.2 -0.5
0.4 0.4 0.1
-3.0 -0.8 0.6
0.0 0.0 0.3

ΔE to the lowest compared entry with this formula, charge and spin = 456.33 kJ/mol
Total charge = 0
HOMO = -8.5 eV
Gap between HOMO and LUMO = 8.72 eV
Energy = -623.28539 Ha